{
  "formula": "C3H7NO",
  "method": "wB97M-V/def2-TZVPD",
  "elements": ["N", "H", "H", "H", "C", "H", "H", "O", "H", "H", "C", "C"],
  "positions_angstrom": [[0.8009, -0.1772, -0.7843], [-1.2731, 0.3490, 1.4117], [0.8253, -1.3005, 1.1738], [-1.2807, -0.4743, -1.3236], [0.3981, 1.0293, 0.0033], [0.2070, 2.1027, -0.4614], [1.8497, -0.2520, -0.9701], [-1.7095, 0.0586, -0.5399], [1.1082, 1.1960, 0.9089], [-0.2917, -1.7361, -0.1696], [-0.7862, 0.1662, 0.4851], [0.1522, -0.9617, 0.2660]],
  "forces_ev_per_a": [[2.7, 1.6, -0.3], [-0.3, 0.2, 0.7], [-1.2, 0.8, -1.6], [-1.1, 1.9, 2.3], [0.8, 2.5, 1.0], [0.3, -2.5, 0.4], [-2.0, -0.1, 0.6], [-1.0, -1.2, -2.6], [-0.9, -0.2, -1.4], [-1.9, -3.9, -1.1], [0.9, 0.7, -1.0], [3.8, 0.2, 3.1]],
  "de_lowest_ev": 3.160,
  "orbital_gap_ev": 10.46
}

{
  "formula": "C3H7NO",
  "method": "wB97M-V/def2-TZVPD",
  "elements": ["H", "H", "H", "C", "H", "H", "C", "H", "C", "N", "H", "O"],
  "positions_angstrom": [[0.5408, -1.9455, 0.6371], [0.4719, 0.6150, -1.3369], [1.3777, 1.9706, -0.5547], [-0.7410, -0.1885, 0.6799], [0.0297, -1.1689, -0.9001], [-0.4167, 2.0012, -0.6346], [-0.3137, -1.5117, 0.1049], [1.2230, 0.1821, 0.9639], [0.4656, 1.3715, -0.5053], [0.3660, 0.7031, 0.7945], [-1.1241, -2.2303, -0.0095], [-1.8793, 0.2015, 0.7608]],
  "forces_ev_per_a": [[-0.2, 0.0, -0.1], [0.2, 0.8, 0.4], [-0.2, 0.0, 0.0], [-0.2, 0.2, -0.2], [-0.1, -0.8, 0.5], [0.2, 0.1, 0.0], [0.0, 0.0, -0.3], [-0.2, 0.0, -0.1], [0.0, 0.0, -0.5], [0.0, -0.1, 0.2], [0.1, 0.1, 0.1], [0.5, -0.3, 0.1]],
  "de_lowest_ev": 1.141,
  "orbital_gap_ev": 10.56,
  "smiles": "CNC(C)=O"
}

{
  "formula": "C3H7NO",
  "method": "wB97M-V/def2-TZVPD",
  "elements": ["H", "H", "H", "C", "H", "H", "H", "O", "C", "C", "H", "N"],
  "positions_angstrom": [[2.9072, -0.2814, 0.5675], [-0.5444, -1.1811, -1.2514], [1.4473, -0.9352, 1.5316], [-2.5842, -0.3346, -1.0406], [2.0740, 0.7144, 1.7341], [1.4217, 1.6732, -0.0346], [-3.3646, -1.0061, -1.5547], [-0.2344, 0.6883, 0.2845], [-1.3149, -0.5349, -0.9571], [1.9459, -0.0530, 1.0459], [-2.8189, 0.5652, -0.4529], [1.0651, 0.6851, 0.1277]],
  "forces_ev_per_a": [[-0.5, -0.2, 0.0], [0.8, -0.8, -0.4], [0.5, 0.9, -0.8], [-1.1, -0.1, 0.1], [1.1, 0.6, 2.3], [-0.7, -1.7, 0.1], [1.4, 1.3, 0.8], [-2.2, -1.4, -0.4], [1.6, 1.3, 1.2], [-1.2, -0.5, -0.4], [-0.9, -0.3, -0.4], [1.2, 0.9, -2.2]],
  "de_lowest_ev": 6.732,
  "orbital_gap_ev": [8.05, 8.75]
}

{
  "formula": "C3H7NO",
  "method": "wB97M-V/def2-TZVPD",
  "elements": ["C", "H", "H", "H", "H", "H", "O", "H", "N", "C", "H", "C"],
  "positions_angstrom": [[1.5880, -0.4177, -5.2531], [2.5483, 0.0266, -5.4404], [1.1586, -1.2862, -5.7556], [0.2759, 0.7333, 3.7737], [-0.0854, -0.9195, 4.4947], [-0.8699, 0.0586, 0.7727], [0.9231, -0.0922, -4.2782], [-2.3851, 0.6965, 1.7274], [-0.9586, -0.5231, 2.7573], [-0.1992, -0.1958, 3.6616], [-0.7500, 1.4506, 1.8517], [-1.2455, 0.4688, 1.6882]],
  "forces_ev_per_a": [[-2.3, -0.6, 2.7], [0.6, 0.3, -0.6], [0.6, -0.1, -1.1], [0.8, 1.6, 0.0], [0.3, 0.4, -0.4], [-0.4, -0.2, -0.7], [1.0, 0.4, -1.0], [1.9, -0.7, -0.5], [-1.8, 0.2, -2.7], [0.5, -1.5, 2.6], [0.0, -0.4, 0.1], [-1.2, 0.7, 1.7]],
  "de_lowest_ev": 3.035,
  "orbital_gap_ev": 10.33,
  "smiles": "C=NC.C=O"
}

{
  "formula": "C3H7NO",
  "method": "wB97M-V/def2-TZVPD",
  "elements": ["C", "H", "H", "C", "O", "H", "N", "C", "H", "H", "H", "H"],
  "positions_angstrom": [[1.1660, -1.4566, 1.0305], [-2.2270, 1.5381, 0.1107], [-2.1188, 0.8082, -1.4885], [-1.5245, 1.2172, -0.6649], [1.5270, -0.5546, -0.0125], [2.0516, -1.5653, 1.6592], [-0.6451, 0.2044, -0.1176], [0.5613, 0.2474, -0.4809], [0.8889, -2.4272, 0.6088], [0.3251, -1.0629, 1.6042], [-0.9886, 2.1035, -1.0380], [0.9843, 0.9478, -1.2110]],
  "forces_ev_per_a": [[0.0, -0.2, 0.2], [0.1, 0.0, -0.1], [0.0, 0.0, 0.1], [-0.2, 0.1, -0.1], [0.0, 0.1, -0.1], [-0.1, 0.0, -0.1], [0.5, 0.0, -0.1], [-0.3, 0.1, 0.1], [0.0, 0.1, 0.0], [0.1, -0.1, 0.0], [-0.1, -0.1, 0.0], [-0.1, 0.0, 0.1]],
  "de_lowest_ev": 1.511,
  "orbital_gap_ev": 10.79,
  "smiles": "C/N=C/OC"
}

{
  "formula": "C3H7NO",
  "method": "wB97M-V/def2-TZVPD",
  "elements": ["H", "H", "N", "C", "H", "H", "H", "O", "C", "H", "C", "H"],
  "positions_angstrom": [[-0.4309, 2.5517, -0.0026], [1.1191, 2.8156, -0.7946], [-0.5791, -1.0578, -0.5821], [-1.3233, -1.8166, 0.1600], [1.4333, -1.5695, -0.3217], [-1.7118, -1.4929, 1.1315], [0.9801, 1.5916, 0.5174], [0.8467, -0.5922, 1.3026], [0.6320, -1.0542, 0.2276], [-1.7277, -2.7519, -0.2388], [0.4876, 2.0648, -0.3218], [0.2740, 1.3114, -1.0773]],
  "forces_ev_per_a": [[-0.1, -0.1, 0.0], [0.1, 0.0, 0.2], [0.9, -2.8, 0.6], [-1.3, 0.8, -1.2], [-0.2, -0.1, -0.3], [1.1, -0.6, 0.7], [0.1, 0.2, 0.1], [-0.2, 0.0, 0.5], [0.5, 1.8, 0.1], [-0.9, 0.5, -0.4], [0.0, 0.2, -0.4], [-0.2, 0.0, 0.0]],
  "de_lowest_ev": 3.691,
  "orbital_gap_ev": 9.15,
  "smiles": "C=NC=O.C"
}

{
  "formula": "C3H7NO",
  "method": "wB97M-V/def2-TZVPD",
  "elements": ["O", "C", "N", "H", "H", "H", "H", "H", "H", "C", "H", "C"],
  "positions_angstrom": [[2.2220, -1.0286, -0.3357], [-1.9508, 1.2249, 0.4685], [-1.1265, 0.0907, 0.1585], [0.4764, 1.2998, -0.4541], [0.3930, -1.5893, -1.0797], [-2.2876, 1.1756, 1.5102], [-2.8313, 1.1398, -0.2070], [-1.3091, -0.6274, 0.8712], [-1.5994, 2.2469, 0.3365], [0.3114, 0.3279, 0.0132], [0.7898, 0.4447, 1.0078], [1.0623, -0.8935, -0.5509]],
  "forces_ev_per_a": [[-0.2, -0.1, -0.3], [-1.7, 0.4, -0.8], [2.2, 1.7, 2.9], [0.0, -0.3, -0.5], [0.4, -0.3, -0.2], [-0.2, -0.4, -0.2], [0.0, 0.0, 0.6], [-0.3, -0.7, -1.0], [0.9, -0.4, -0.5], [-0.4, 0.1, -0.1], [-0.6, -0.1, 0.2], [-0.1, 0.2, 0.0]],
  "multiplicity": 2,
  "de_lowest_ev": 1.233,
  "orbital_gap_ev": [11.18, 6.05],
  "total_charge": 1
}

{
  "formula": "C3H7NO",
  "method": "wB97M-V/def2-TZVPD",
  "elements": ["C", "H", "N", "H", "H", "C", "C", "H", "O", "H", "H", "H"],
  "positions_angstrom": [[2.3343, -4.6771, 0.7061], [-0.8899, 3.6196, 0.3368], [-2.8928, 3.9680, -0.1035], [-3.1927, 3.1653, 0.3934], [2.1651, -2.6129, -0.0759], [-1.5696, 4.3207, -0.1684], [2.0710, -3.6801, -0.2600], [-3.4729, 4.4869, -0.7431], [-1.2825, 5.3402, -0.7573], [2.2558, -4.3048, 1.7237], [2.0477, -3.9631, -1.3118], [2.4264, -5.6627, 0.2599]],
  "forces_ev_per_a": [[-1.2, 1.2, -0.8], [0.2, 0.2, 0.0], [1.1, 0.2, -0.2], [-0.4, -0.5, 0.1], [-0.3, -0.1, 0.4], [-1.6, 0.7, -0.5], [1.3, 0.2, -1.0], [-0.3, -0.1, 0.3], [1.0, -0.5, 0.2], [0.4, -1.0, 0.3], [-0.5, 0.0, 0.1], [0.4, -0.3, 1.0]],
  "multiplicity": 2,
  "de_lowest_ev": 2.434,
  "orbital_gap_ev": [4.81, 1.22],
  "total_charge": 1
}